No. 1
DFT (wB97M-V/def2-TZVPD) results for a 2-piece molecular cluster, Cl2HPS overall at a distorted geometry.

```
! wB97M-V def2-TZVPD RIJCOSX def2/J DEFGRID3
* xyz 0 1
P -2.0617 -0.1292 -0.0420
S -3.5130 1.1351 -0.3181
Cl 1.5479 -0.0775 -0.1012
Cl -3.0126 -2.0185 -0.0055
H 0.3331 0.2983 -0.0834
*
```

The SMILES is S=PCl.Cl. The value obtained for the energy relative to the best compared isomer or geometry (same formula, charge and spin) is 72.2 kJ/mol. The calculation puts the molar mass at 135.0 g/mol. As for the total energy: -1660.5443 Eh. Its HOMO energy is -10.0918 eV.

No. 2
DFT (wB97M-V/def2-TZVPD) results for one molecule with the formula C6H16N2 at a distorted geometry.

```
! wB97M-V def2-TZVPD RIJCOSX def2/J DEFGRID3
* xyz 0 1
C -0.5506 -1.3671 2.6168
C 0.4523 -0.7324 1.6229
C -0.1109 0.5752 1.0131
C -0.6748 0.5039 -0.4202
C 0.3078 -0.1297 -1.4079
N 0.3180 0.2566 -2.8434
C -0.5478 1.3131 -3.4090
N 1.6270 -0.3737 2.4442
H -1.3704 -1.8018 2.0615
H -0.7579 -0.5669 3.3445
H -0.0965 -2.1291 3.2713
H 0.8094 -1.4410 0.8625
H -0.9561 0.9535 1.6212
H 0.5062 1.4677 1.1438
H -1.6511 0.0216 -0.4423
H -0.8278 1.5372 -0.7851
H 1.3479 0.1339 -1.1350
H 0.2402 -1.2151 -1.2155
H 0.3548 -0.5906 -3.3865
H 0.1214 1.8933 -4.0560
H -1.3658 0.9221 -4.0031
H -0.9270 1.9456 -2.6211
H 1.3727 -0.1450 3.3871
H 2.3789 -1.0312 2.3362
*
```

The SMILES is CNCCC[C@H](C)N. The value obtained for the energy relative to the best compared isomer or geometry (same formula, charge and spin) is 172.2 kJ/mol. The calculation puts the molar mass at 116.2 g/mol. As for the total energy: -347.6592 Eh. Its HOMO energy is -8.1659 eV.